#one
Molecular formula: C7H10N
Method: DFT, ωB97M-V/def2-TZVPD

Element x y z (Å)
C1 2.55950 -0.00067 0.32827
C2 3.36401 -0.92591 0.56414
C3 1.98711 1.41222 0.63673
C4 0.65851 0.15120 -1.39338
C5 -0.30820 -0.40717 -0.42488
C6 -1.48658 0.43376 0.00328
C7 -0.33923 -1.88444 0.09625
N1 1.27239 0.42238 -0.09927
H1 1.78796 1.59193 1.61424
H2 2.38424 2.26084 0.14008
H3 1.26699 -0.42458 -2.04982
H4 0.24193 0.95331 -2.02072
H5 -1.56324 1.33564 -0.67246
H6 -1.55991 0.70259 0.98523
H7 -2.31809 -0.28100 -0.14337
H8 -1.39674 -2.17529 -0.10907
H9 -0.11571 -1.75782 1.15662
H10 0.31630 -2.61364 -0.33321

Its HOMO-LUMO gap is 9.1 eV. Its spin multiplicity is 1. For the lowest unoccupied orbital energy, the calculation gives -5.5427 eV. Its charge is +1.

#two
Molecular formula: C7H10N
Method: DFT, ωB97M-V/def2-TZVPD

Element x y z (Å)
C1 0.99514 -0.98068 -1.94889
C2 1.00357 1.27436 -0.88151
C3 0.53856 -1.35340 -0.56298
C4 -0.35568 0.27273 1.14700
C5 1.65311 0.02675 -1.22672
C6 -0.20973 0.84337 -0.17250
C7 -1.52475 0.49526 2.06639
N1 -0.56443 -0.55259 -0.01632
H1 1.48520 -1.80761 -2.31005
H2 0.12127 -0.74764 -2.58551
H3 1.73134 1.89775 -0.29196
H4 0.81771 1.79670 -1.72842
H5 0.95394 -2.02703 0.19804
H6 0.51920 0.02366 1.63623
H7 -1.33561 1.03718 2.97102
H8 -1.84852 -0.58922 2.41210
H9 -2.38930 1.11222 1.58579
H10 -1.59103 -0.72181 -0.29170

Its HOMO-LUMO gap (spin up / spin down) is 8.1 / 8.1 eV. Its spin multiplicity is 1. For the lowest unoccupied orbital energy (spin up / spin down), the calculation gives -5.2668 / -5.4542 eV. Its charge is +1.

Least stable = #one

#one
Molecular formula: C7H10N
Method: DFT, ωB97M-V/def2-TZVPD

Element x y z (Å)
C1 -0.87125 -1.66327 -0.14711
C2 -1.80205 -1.62578 -1.10948
C3 -0.21394 1.76119 -0.85455
C4 -0.93906 -0.01564 -2.08001
C5 -0.28907 -0.42458 0.08762
C6 1.67152 -0.20905 1.54516
C7 0.07913 -0.11090 1.45737
N1 -0.29810 0.47096 -0.95604
H1 -0.98074 -2.32709 0.69498
H2 0.23904 2.38287 -0.10369
H3 -0.38684 2.33788 -1.80629
H4 -0.35639 -0.81534 -2.67330
H5 -1.40725 0.79708 -2.64394
H6 2.12635 0.60340 0.96223
H7 1.85433 -1.06969 0.97430
H8 2.03562 -0.12727 2.63012
H9 -0.11208 0.87965 1.77122
H10 -0.34921 -0.84441 2.25142

Its HOMO-LUMO gap (spin up / spin down) is 6.7 / 7.7 eV. Its spin multiplicity is 1. For the lowest unoccupied orbital energy (spin up / spin down), the calculation gives -6.3751 / -6.1496 eV. Its charge is +1.

#two
Molecular formula: C7H10N
Method: DFT, ωB97M-V/def2-TZVPD

Element x y z (Å)
C1 1.33445 -1.81534 0.42414
C2 1.23239 -0.76700 -0.66826
C3 0.80146 0.56053 -0.10901
C4 0.11604 1.62999 -0.92559
C5 -0.73306 0.84437 -0.07287
C6 -2.00715 0.25943 -0.09000
C7 -2.27352 0.35226 1.33215
N1 -1.40246 1.26448 1.20794
H1 2.11566 -1.42685 1.15350
H2 1.75114 -2.81941 0.03553
H3 0.42196 -2.13429 0.88840
H4 0.56418 -0.94387 -1.61630
H5 2.31862 -0.73206 -0.88611
H6 1.25056 0.88280 0.76453
H7 0.34579 2.62043 -0.74926
H8 -0.05610 1.55648 -1.93890
H9 -2.67632 0.49839 -0.78182
H10 -3.10364 0.16964 2.03194

Its HOMO-LUMO gap is 9.1 eV. Its spin multiplicity is 1. For the lowest unoccupied orbital energy, the calculation gives -5.7391 eV. The structure (SMILES) is CC[C@H]1C[C@@]12[C@H]1C=[N+]12. Its charge is +1.

Least stable = #one

#one
Molecular formula: C5H13N
Method: DFT, ωB97M-V/def2-TZVPD

Element x y z (Å)
C1 -1.09934 -2.44660 -1.07204
C2 -0.79146 -0.99234 -1.40201
C3 -0.47435 -0.15103 -0.15769
N1 0.81052 0.57364 -0.29110
C4 0.92785 1.70971 0.62299
C5 0.66946 1.40894 2.10869
H1 -1.04425 -3.08641 -1.95249
H2 -0.37590 -2.79259 -0.33246
H3 -2.10847 -2.50291 -0.66029
H4 -1.60431 -0.53006 -1.97330
H5 0.05613 -0.89398 -2.07451
H6 -1.27654 0.57938 0.00832
H7 -0.47060 -0.76328 0.74213
H8 1.50964 -0.11662 -0.02636
H9 0.18058 2.43382 0.29205
H10 1.93308 2.12454 0.51030
H11 0.99359 2.23125 2.74276
H12 1.20095 0.50069 2.40677
H13 -0.39334 1.22272 2.29069

Its HOMO-LUMO gap is 10.0 eV. Its spin multiplicity is 1. For the lowest unoccupied orbital energy, the calculation gives 1.1540 eV. The structure (SMILES) is CCCNCC.

#two
Molecular formula: C5H13N
Method: DFT, ωB97M-V/def2-TZVPD

Element x y z (Å)
C1 -3.27589 -0.74827 0.11090
C2 -2.60546 -0.70693 -1.02980
C3 -1.91061 0.52197 -1.57956
H1 -3.72435 -1.69160 0.41972
H2 -3.45271 0.09137 0.76788
H3 -2.57337 -1.60750 -1.63956
H4 -2.59994 1.34722 -1.40607
H5 -0.94859 0.72747 -1.12276
H6 -1.75493 0.40827 -2.65221
C4 3.16746 -0.62473 1.17466
N1 2.64013 0.35636 0.20728
C5 1.42613 1.03999 0.69417
H7 2.44891 -1.40553 1.42220
H8 4.00224 -1.12505 0.66799
H9 3.54288 -0.09524 2.04671
H10 2.33643 -0.18769 -0.59339
H11 0.50755 0.65143 0.26554
H12 1.49443 2.10248 0.47702
H13 1.27969 0.94598 1.76927

Its HOMO-LUMO gap is 10.0 eV. Its spin multiplicity is 1. For the lowest unoccupied orbital energy, the calculation gives 1.0185 eV. The structure (SMILES) is C=CC.CNC.

#three
Molecular formula: C5H13N
Method: DFT, ωB97M-V/def2-TZVPD

Element x y z (Å)
C1 1.53943 -1.31254 -0.17759
C2 0.64762 -0.26309 0.45212
C3 1.28385 1.15661 0.37579
C4 -0.78738 -0.30694 -0.08970
C5 -1.79256 0.26285 0.91637
N1 -0.99752 0.28632 -1.41795
H1 1.49018 -1.26106 -1.27033
H2 2.55644 -1.18917 0.18328
H3 1.20437 -2.31160 0.11820
H4 0.58069 -0.45143 1.52663
H5 2.30276 1.09942 -0.00795
H6 1.31591 1.60996 1.36683
H7 0.68378 1.82943 -0.24019
H8 -1.03857 -1.36309 -0.20443
H9 -2.14958 -0.55117 1.54913
H10 -2.63103 0.76376 0.42277
H11 -1.32794 1.01133 1.57130
H12 -1.06787 1.29914 -1.34711
H13 -0.19281 0.12140 -2.01639

Its HOMO-LUMO gap is 10.3 eV. Its spin multiplicity is 1. For the lowest unoccupied orbital energy, the calculation gives 1.0892 eV. The structure (SMILES) is CC(C)[C@@H](C)N.

#four
Molecular formula: C5H13N
Method: DFT, ωB97M-V/def2-TZVPD

Element x y z (Å)
C1 1.85092 0.49410 0.83346
C2 0.59814 -0.14155 0.19397
C3 1.06939 -1.33434 -0.65974
C4 -0.36646 0.84764 -0.57318
C5 -1.74631 0.15971 -0.56099
N1 -2.56394 0.37193 0.63253
H1 2.56166 0.64444 0.00021
H2 1.65634 1.37103 1.45648
H3 2.47760 -0.15228 1.45682
H4 0.09778 -0.43712 1.13722
H5 0.20620 -2.00216 -0.67707
H6 1.35925 -1.01892 -1.65251
H7 1.85928 -1.89222 -0.17945
H8 -0.28972 1.74979 0.02641
H9 0.07212 0.88511 -1.56945
H10 -2.34561 0.54897 -1.39982
H11 -1.56298 -0.88349 -0.77850
H12 -2.52965 -0.45865 1.19271
H13 -2.40401 1.24801 1.12091

Its HOMO-LUMO gap is 10.1 eV. Its spin multiplicity is 1. For the lowest unoccupied orbital energy, the calculation gives 1.1468 eV. The structure (SMILES) is CC(C)CCN.

Least stable = #two